{"formula": "C40H41IrO2P2Si", "method": "wB97M-V/def2-TZVPD", "symbols": ["Ir", "P", "P", "Si", "O", "O", "C", "C", "C", "C", "C", "C", "C", "C", "C", "C", "C", "C", "C", "C", "C", "C", "C", "C", "C", "C", "C", "C", "C", "C", "C", "C", "C", "C", "C", "C", "C", "C", "C", "C", "C", "C", "C", "C", "C", "C", "H", "H", "H", "H", "H", "H", "H", "H", "H", "H", "H", "H", "H", "H", "H", "H", "H", "H", "H", "H", "H", "H", "H", "H", "H", "H", "H", "H", "H", "H", "H", "H", "H", "H", "H", "H", "H", "H", "H", "H", "H"], "xyz": [[-0.0925, -0.2176, 0.1188], [2.0029, -0.3148, 1.1051], [-1.5303, -0.7823, -1.6193], [-1.2450, 2.4515, 1.5459], [-1.4309, -2.0295, 2.1148], [-0.3400, 1.7948, 0.3426], [-4.2397, -0.0352, -1.1551], [0.9494, -0.7129, 5.0464], [2.5186, 2.3295, 0.3809], [1.6840, -1.8146, 5.4920], [-1.8958, 0.3982, -4.2287], [-1.7402, 1.8848, -2.3380], [-0.0620, -3.9207, -3.8438], [2.5487, -2.4706, 4.6151], [3.9622, 2.9914, 2.6722], [-1.4398, -2.2898, -2.6829], [4.7322, -0.7806, 0.4361], [5.5005, -2.7943, -0.6677], [-2.4560, -4.0137, -4.0754], [-2.0953, 1.5105, -5.0576], [4.1845, -3.2495, -0.7491], [-1.1975, -4.5259, -4.3795], [3.4034, -1.2378, 0.3602], [-5.7778, -1.3493, 0.1827], [3.4816, 1.6871, 2.5065], [-1.7155, 0.5835, -2.8452], [3.1331, -2.4768, -0.2464], [2.7446, 1.3532, 1.3569], [-2.5840, -2.9004, -3.2371], [5.7723, -1.5648, -0.0731], [-2.3404, 1.4678, 2.7556], [2.9771, 3.6334, 0.5643], [3.7082, 3.9632, 1.7047], [-5.5080, -0.2248, -0.5967], [0.0145, 3.4495, 2.5509], [-2.4243, 3.5859, 0.5685], [-4.7748, -2.2965, 0.4014], [-3.2276, -0.9765, -0.9258], [-3.5108, -2.1171, -0.1595], [-2.1018, 2.8046, -4.5315], [1.0768, -0.2733, 3.7275], [1.9229, -0.9449, 2.8363], [-1.9211, 2.9910, -3.1599], [2.6693, -2.0459, 3.2866], [-0.9085, -1.3097, 1.3309], [-0.1741, -2.8111, -2.9993], [1.8115, 2.9818, -3.0228], [-2.2572, 1.3597, -6.1264], [-2.7505, -2.8855, -0.0118], [2.1522, 2.4003, -3.3593], [1.5814, -2.1557, 6.5253], [1.9315, 2.0851, -0.5052], [0.7139, -2.3243, -2.5843], [-1.6162, 2.0581, -1.2721], [3.9662, -4.2172, -1.1949], [-1.9047, -0.6042, -4.6514], [-2.8844, 2.2091, 3.3660], [-1.8128, 0.8317, 3.4751], [6.7959, -1.2028, 0.0095], [0.2743, -0.1870, 5.7253], [-0.4611, 4.1005, 3.2965], [0.9241, -4.3102, -4.0874], [-1.9254, 3.9825, -2.7020], [3.6632, 0.9401, 3.2839], [4.0632, 4.9846, 1.8432], [2.0979, -2.8282, -0.3017], [4.5227, 3.2377, 3.5763], [-6.2889, 0.5131, -0.7919], [0.7465, 2.8316, 3.0849], [-3.5808, -2.5086, -3.0168], [-6.7722, -1.4964, 0.6125], [-3.2235, 3.0499, 0.0543], [0.5839, 4.1044, 1.8764], [-3.1021, 0.8468, 2.2722], [6.3163, -3.3995, -1.0637], [4.9541, 0.1792, 0.9034], [-2.2544, 3.6737, -5.1759], [-3.3515, -4.4731, -4.4892], [2.7387, 4.3832, -0.1929], [-4.0534, 0.8330, -1.7875], [-1.8814, 4.1651, -0.1829], [-1.1041, -5.3965, -5.0292], [-2.9036, 4.3039, 1.2569], [3.1425, -3.3198, 4.9595], [-4.9768, -3.1880, 1.0007], [0.5176, 0.6037, 3.3854], [3.3545, -2.5611, 2.6107]], "atomic_forces_ev_per_a": [[0.81, 2.51, -1.55], [2.53, -0.95, 1.36], [-1.77, -1.51, -1.79], [-1.46, 1.81, 1.59], [2.47, 2.98, -3.44], [0.58, -2.29, -0.57], [-0.04, -0.10, 0.21], [-0.04, 0.21, -0.18], [-0.52, 0.28, -0.71], [0.01, 0.01, -0.11], [0.43, -1.32, 2.51], [0.14, -0.78, 0.94], [0.17, 0.20, 0.13], [0.03, 0.05, -0.15], [0.45, -0.33, 0.81], [0.63, -0.13, -0.03], [-0.17, -0.13, 0.00], [-0.07, 0.06, 0.07], [-0.07, 0.38, 0.22], [-0.21, 0.99, -1.03], [-0.37, 0.09, 0.12], [0.06, 0.12, 0.14], [-0.01, -0.08, -0.37], [0.05, 0.07, -0.02], [-1.06, -1.52, -1.01], [-0.12, -0.81, -1.10], [0.14, 0.18, 0.01], [0.57, -0.71, 1.99], [-0.05, 0.16, 0.12], [-0.20, 0.25, 0.16], [0.36, -0.16, -0.29], [0.87, 1.52, 0.71], [-0.82, 1.10, -1.99], [0.04, 0.14, -0.16], [-0.08, 0.15, -0.21], [0.28, 0.11, 0.54], [0.16, -0.05, -0.11], [0.03, 0.40, 0.01], [-0.01, -0.04, 0.10], [0.05, 1.32, 1.02], [-0.14, -0.07, 0.18], [-0.04, -0.03, -0.14], [-0.42, 1.33, -2.21], [-0.03, 0.11, -0.07], [-3.79, -4.36, 5.65], [-0.18, 0.04, -0.03], [0.14, -0.26, -0.16], [0.05, 0.04, 0.25], [-0.20, 0.17, -0.03], [-0.16, 0.25, 0.17], [0.06, 0.11, -0.38], [0.29, 0.02, 0.15], [-0.15, -0.27, -0.17], [0.03, -0.10, -0.16], [0.07, 0.18, 0.07], [0.03, 0.13, 0.08], [0.22, -0.04, -0.32], [0.05, 0.06, -0.17], [-0.23, -0.11, -0.07], [0.25, -0.18, -0.19], [0.00, -0.19, -0.16], [-0.19, 0.07, 0.07], [-0.04, -0.23, -0.33], [-0.11, 0.24, -0.28], [-0.07, -0.28, -0.02], [0.34, -0.04, -0.04], [-0.12, 0.00, -0.26], [0.22, -0.27, 0.09], [-0.19, -0.04, -0.04], [0.32, -0.18, -0.03], [0.37, 0.08, -0.16], [-0.09, -0.14, 0.11], [-0.17, -0.05, 0.10], [0.08, 0.07, -0.07], [-0.25, 0.15, 0.11], [0.08, -0.33, -0.17], [0.05, -0.38, 0.14], [0.19, 0.10, 0.10], [0.23, -0.15, 0.31], [-0.16, -0.15, 0.19], [0.06, 0.11, 0.08], [0.00, 0.25, 0.18], [0.14, -0.25, -0.28], [-0.22, 0.27, -0.11], [0.06, 0.32, -0.24], [0.08, -0.29, 0.18], [-0.22, 0.11, 0.22]], "e_homo_ha": [-0.570, -0.602], "charge": 3, "multiplicity": 6}